1.
ORCA calculation (the ωB97M-V functional and the def2-TZVPD basis) on a structure of composition C32H106N8O19SnV at a distorted geometry.

spin multiplicity	3
charge	+1
orbital gap (spin up / spin down)	8.85 / 9.12	eV
expectation value of S²	2.0075
HOMO energy (spin up / spin down)	-10.4 / -10.7	eV

XYZ file:
```
167
Properties=species:S:1:pos:R:3:forces:R:3:mulliken_charge:R:1
Sn -0.204190 -0.467953 -2.875804 -0.639 -0.241 0.828 0.754
V -2.883393 0.421713 -0.947377 0.417 -0.345 0.925 0.653
O -1.164151 1.965382 6.770065 -0.151 0.081 -0.047 -0.395
O -2.856074 -4.283136 2.557575 0.924 -1.748 -0.895 -0.272
O -0.767558 0.251731 -0.913462 -0.628 0.048 -0.671 0.564
O -4.568071 -1.713989 -4.628346 -1.029 1.217 -2.240 -0.569
O -3.057004 1.482169 0.944008 0.060 -0.474 1.848 -0.156
O 4.253718 -3.630578 -5.483260 0.521 1.046 0.869 -0.418
O -0.970262 -3.301763 0.203666 -0.010 0.841 0.130 -0.725
O 1.519169 2.578740 -4.693980 -1.144 0.102 -1.032 -0.573
O 5.814695 0.048778 -0.817616 -0.344 0.286 -0.007 -0.362
O 1.593636 3.349860 -1.427958 -0.188 0.473 0.238 -0.269
O 1.650572 -0.217461 3.945989 0.546 0.416 -0.201 0.017
O -2.849676 -1.434344 -0.179459 -0.890 0.219 0.641 0.713
O -0.276143 -2.512171 -5.214783 0.158 -0.398 -0.441 -0.070
O -2.754138 5.404431 0.642289 0.477 -0.277 0.146 -0.207
O -0.813348 4.527311 -2.883564 -0.102 -0.503 0.141 0.112
O 1.361318 -2.049102 -0.971874 -0.523 0.317 -0.105 -0.193
O -4.702208 0.456376 -1.224105 -0.558 0.168 0.297 -0.816
O -2.454024 -0.071439 -2.766110 1.030 -0.126 -0.855 0.016
O -5.123170 -2.472800 -1.876959 2.531 -1.078 0.357 -0.781
N 3.146136 0.789343 -3.174890 0.171 0.411 0.755 0.409
N 4.054424 -2.662048 -1.843540 0.338 0.496 0.250 -0.296
N -2.656553 2.554986 -1.506087 0.047 -0.032 0.521 0.298
N 5.266821 0.491418 4.712359 0.103 -0.881 -2.324 -0.589
N -4.088009 -1.972617 5.099986 0.256 -1.091 1.388 -0.595
N -0.791158 3.444391 1.384905 0.151 0.250 -0.749 0.404
N -1.106765 -2.600092 -2.467297 0.647 0.945 -1.742 0.932
N -1.703003 0.912743 3.264281 0.391 -0.956 -0.946 0.481
C -2.680864 2.965894 -2.906348 0.412 1.439 -0.291 0.803
C -2.209789 4.436077 -3.077862 -0.531 -0.111 0.187 -0.626
C 2.859723 0.541367 4.120193 -0.612 0.809 0.461 -0.727
C -3.420688 -5.186381 1.589816 0.578 1.912 -1.218 -0.795
C -0.469430 -3.640309 -3.237758 1.015 -2.986 1.786 1.878
C 1.554809 -0.853771 2.702628 -0.157 -0.321 -1.202 -0.903
C -0.818437 -3.717747 -4.652833 -0.138 1.224 -0.594 -1.318
C -3.069629 -2.694505 4.292759 0.000 0.025 0.435 1.709
C 6.092643 0.075259 0.571266 -1.442 1.415 0.611 -0.796
C -1.341677 5.685498 0.654732 -0.564 -1.079 1.555 0.442
C 0.891491 5.144156 1.918073 -0.723 1.849 -0.047 -1.574
C -0.401591 5.864611 -2.771911 -1.710 0.517 -0.495 -1.039
C -0.626731 4.856143 1.748995 0.690 -0.174 0.262 0.688
C -0.781550 -5.049168 -2.567641 1.002 2.222 1.180 -1.436
C 4.576903 -3.502225 -2.938608 -0.887 -1.391 0.666 0.165
C 5.330628 2.137506 -3.237872 -0.404 -0.709 -0.090 -1.466
C 4.123001 -4.939212 -2.493737 1.784 0.740 -2.729 -1.325
C -3.758868 -3.643607 3.371579 -1.545 2.099 -2.347 -0.961
C 3.845596 -1.048421 5.834859 -0.024 -1.841 1.445 -1.284
C -4.080302 2.775826 -3.458138 1.886 -1.721 -1.235 -1.631
C 4.030801 -0.292121 4.561653 1.720 -0.826 -0.838 0.566
C -1.040327 -2.068983 -6.316259 -0.410 -0.119 -0.500 -0.923
C 4.550079 0.611743 -1.210679 -0.052 0.323 0.121 -0.593
C 5.606067 -3.463803 -5.893541 0.748 0.853 -0.203 -0.686
C -3.419098 5.822796 1.831558 -0.512 0.126 -1.035 -0.736
C 4.560325 0.876986 -2.714237 -0.218 -1.235 -1.598 0.300
C -2.141351 -3.494038 5.155993 -0.695 -0.883 1.436 -1.712
C -1.082105 1.097092 5.653853 -1.163 -0.467 0.196 -0.414
C -3.319885 1.913725 4.737695 0.085 -0.414 -0.309 -1.475
C 4.000225 -2.957741 -4.244804 -3.353 -1.287 0.715 -0.113
C -1.800409 1.723088 4.482056 -0.676 0.576 -0.437 0.684
C -0.792530 1.323430 7.956190 1.973 -2.141 -0.178 -0.692
H -4.249120 -2.535841 5.982507 0.692 0.963 -1.044 0.326
H 5.901586 1.113163 0.998039 0.372 -0.942 -0.507 0.299
H 4.601210 -1.941324 5.938635 -1.163 1.987 -0.210 0.276
H -4.049248 2.960514 -4.546490 -0.399 0.142 0.538 0.415
H -1.297663 2.672109 4.259620 -0.315 0.094 0.065 0.037
H -1.937288 2.352656 -3.391648 0.001 -0.387 -0.483 -0.372
H -2.185214 0.042245 3.383059 -1.034 -0.486 0.563 0.080
H 0.312851 1.037724 7.986577 -1.020 0.460 -0.363 0.216
H 2.844737 -2.996906 -4.066493 1.700 -0.185 -0.637 -0.296
H -1.326089 -2.911658 -6.929516 0.000 -0.343 -0.371 0.369
H -3.273681 3.136264 -0.943414 -0.339 -0.034 -0.141 0.292
H -4.491519 5.686446 1.642373 0.268 -0.147 0.158 0.259
H -1.750690 3.290621 1.137881 -0.352 -0.430 0.117 -0.019
H 5.513415 2.101171 -4.354348 -0.284 -0.161 1.266 0.336
H -4.085460 -5.918205 1.937161 -0.986 -0.928 1.275 0.428
H -1.759986 2.754881 -1.091507 0.752 0.079 0.017 -0.296
H 0.639700 5.863720 -2.661670 1.441 0.190 0.624 0.251
H 0.107697 -5.640329 -2.529908 0.533 -0.506 0.025 0.397
H -0.452757 2.694655 1.990182 -0.186 0.865 0.072 -0.263
H 4.221761 -1.121433 3.883137 0.021 0.298 -0.880 0.113
H -3.933858 1.823586 1.196241 0.306 -0.294 -0.277 0.128
H 2.378717 -1.560933 2.454625 -0.444 0.317 0.423 0.324
H -1.320214 -3.835605 0.917694 -0.025 -0.169 0.352 0.136
H -0.963664 -2.823992 -1.496117 -0.640 -0.109 0.276 -0.146
H 6.299944 2.183713 -2.726752 -0.160 0.244 -0.151 0.425
H 5.426021 -0.584260 1.138263 -0.121 -0.177 -0.110 0.261
H -3.851590 0.927295 4.699667 0.551 0.645 -0.002 0.205
H -2.052035 -2.679681 -2.799635 -0.913 0.533 0.886 -0.119
H 0.809759 3.868087 -1.174786 0.053 -0.498 -0.184 0.011
H -0.797854 0.489433 3.052711 0.563 0.913 0.266 -0.634
H -5.636425 -1.726482 -1.677846 -1.563 1.662 0.468 0.329
H -0.531581 -1.363415 -6.971294 0.481 -0.011 0.408 0.238
H -4.756278 3.370775 -2.924679 -1.226 0.968 0.518 0.407
H 5.647067 -3.483058 -2.998390 0.836 0.113 0.092 0.568
H -0.467055 -4.675687 -5.033024 0.661 0.228 -0.584 0.416
H -1.596729 -2.514014 0.160279 -0.034 -0.316 0.168 -0.215
H 3.077417 -4.931404 -2.419051 -1.516 0.028 0.695 0.109
H 3.043790 0.957257 -4.172807 0.235 0.103 0.306 0.153
H 7.101916 -0.216114 0.809817 0.424 -0.062 -0.473 0.396
H -5.016138 -2.065681 4.705199 0.007 0.298 -0.689 0.291
H 4.331906 -5.652735 -3.310485 0.247 0.071 0.427 0.381
H -4.473291 -3.040952 2.686271 0.640 -0.601 0.884 0.257
H -1.180803 -4.934023 -1.542783 0.443 0.081 -0.485 0.197
H -5.036036 0.264121 -2.104650 0.046 0.067 -0.030 0.177
H -2.712883 5.021143 -2.290843 -0.051 0.124 -0.102 0.220
H 5.025768 -0.049661 -3.145803 0.062 0.826 0.197 0.095
H -1.604136 0.126618 5.818586 0.254 0.297 0.423 0.224
H 0.776441 3.120941 -4.380931 0.350 0.049 0.438 0.194
H 4.329568 1.570038 -0.723488 0.380 0.046 0.436 0.698
H -1.154475 5.088330 2.689074 0.495 -0.019 0.022 0.146
H 5.747309 -3.568036 -6.976198 -0.614 -0.550 0.202 0.296
H -3.807644 2.592037 4.005789 0.434 -0.333 0.369 0.231
H 6.245983 -4.177734 -5.372892 0.139 0.029 -0.054 0.282
H -4.295597 1.712320 -3.295976 -0.308 0.433 -0.220 0.270
H -4.384254 -4.294830 3.925997 -0.589 -1.068 0.737 0.421
H -2.619396 -5.732479 1.083954 0.100 0.365 0.151 0.262
H 4.714937 3.032960 -3.041536 0.388 -0.239 0.056 0.225
H 4.717819 -2.646484 -1.071662 -0.083 -0.453 0.059 0.216
H -1.006594 5.289811 -0.263439 0.548 -0.089 -1.254 -1.150
H -0.996740 6.409302 -2.028231 0.546 -0.235 0.510 0.366
H 2.596253 1.530066 -2.716479 0.251 -0.292 -0.409 -0.249
H 1.453976 5.350424 1.001892 -0.375 -0.362 -0.250 0.203
H -5.427667 -1.480038 -5.094404 1.722 -0.458 0.844 0.272
H -3.068498 -0.580329 -3.290926 -0.335 -0.231 -0.479 -0.411
H -1.302100 0.361927 8.058016 -0.259 -0.078 -0.087 0.291
H 1.177663 2.330343 -5.578667 0.560 0.034 0.538 0.296
H 4.070920 -1.689670 -2.091658 -0.150 0.627 -0.575 -0.265
H 4.153477 -1.896887 -4.222494 0.724 0.820 -0.745 0.376
H -2.471160 4.906772 -4.054260 -0.011 -0.575 0.385 0.422
H 2.846127 -1.553125 5.812806 0.631 0.645 0.376 0.266
H -3.988420 -4.584803 0.840403 0.394 -0.341 0.267 0.257
H 0.590053 -1.385561 2.628340 0.432 -0.032 0.347 0.141
H -3.260690 6.895273 1.902916 0.112 0.198 0.689 0.313
H 3.665951 -0.032848 -0.969396 0.800 0.102 -0.087 0.083
H -3.514487 -1.494454 0.546454 0.731 0.065 -0.697 -0.200
H 1.523888 -0.123884 1.876802 0.192 0.082 0.092 0.328
H 2.623386 1.220071 4.951729 -0.007 0.008 -0.061 0.238
H -3.113957 5.250899 2.711024 -0.055 0.254 0.011 0.214
H 2.214678 -2.477196 -1.241836 -0.485 -0.193 0.432 0.470
H -2.809030 -4.210421 5.672280 0.419 -0.110 -0.025 0.433
H 4.667703 -5.205264 -1.606863 -0.112 -0.275 0.480 0.419
H -4.834923 -2.053819 -3.793074 -0.544 -0.806 1.635 0.351
H 1.364130 4.346634 2.429972 0.411 -0.980 0.436 0.365
H -1.511421 -5.546663 -3.100229 -1.584 -1.191 -1.350 0.522
H 1.096807 6.045386 2.531249 -0.432 -0.370 -0.181 0.411
H -3.468549 2.299844 5.735891 -0.076 0.262 0.195 0.486
H -0.068933 0.872267 5.379417 0.784 -0.084 -0.036 0.266
H -1.163022 6.748456 0.755803 0.112 0.356 0.040 0.632
H -1.871310 -3.731738 -4.841328 -1.107 0.074 0.097 0.560
H 5.656781 0.948697 3.838640 -1.017 -0.431 1.869 0.213
H -1.701057 -2.912493 5.978271 0.311 -0.026 -0.553 0.399
H -1.968676 -1.616151 -5.991610 -0.355 0.260 0.270 0.280
H -2.587630 1.220169 1.867491 -0.357 0.626 -1.351 0.017
H 0.604696 -3.495220 -3.270810 0.356 0.139 0.531 -0.960
H 2.307249 3.868824 -1.040474 0.177 -0.162 -0.042 0.171
H -0.637127 6.443511 -3.653952 0.032 -0.042 -0.864 0.371
H 5.102414 1.043031 5.511117 0.538 1.475 0.649 0.276
H 0.752791 -2.575519 -0.397869 1.035 0.042 -0.447 0.077
H 6.018839 -2.428593 -5.745895 -0.594 -0.657 0.456 0.252
H -2.390439 -2.058679 3.722986 -0.507 0.688 -0.286 -0.740
H 3.145264 1.230144 3.271827 -0.503 -0.983 0.293 0.289
H -0.947253 1.827012 8.878797 -0.558 1.270 0.259 0.342
H -1.440025 -4.090162 4.562645 0.086 0.446 0.278 0.337
H -4.309191 -2.232779 -1.330577 -0.732 -0.506 -0.730 0.173
H -0.146124 0.559124 -0.260695 0.442 0.099 0.174 -0.557
H 3.966688 -0.362603 6.711363 -0.337 -0.724 -0.421 0.355
```
Forces are in eV/Å.

***

2.
ORCA calculation (the ωB97M-V functional and the def2-TZVPD basis) on the ion CHN2OS with charge -1 at a distorted geometry.

charge	-1
orbital gap	7.15	eV
HOMO energy	-3.6	eV
structure (SMILES)	N#CN([O-])S

XYZ file:
```
6
Properties=species:S:1:pos:R:3:forces:R:3:mulliken_charge:R:1
S -0.044458 -0.904930 -0.456551 0.824 -1.238 2.643 -0.162
O 0.051532 1.307673 -1.602138 1.073 -1.840 -0.791 -0.664
N 3.067515 0.905263 -1.353100 0.726 0.328 -0.005 -0.565
N 0.859496 -0.180299 -1.607476 -1.673 4.158 -1.717 -0.201
C 2.006071 0.462029 -1.441084 -0.066 -1.089 0.776 0.495
H -1.004604 -1.235264 -1.258953 -0.884 -0.320 -0.906 0.096
```
Forces are in eV/Å.